Entry 1:
{"formula": "C3H2O4Tl", "method": "ωB97M-V/def2-TZVPD", "gap_ha": [0.216, 0.240], "homo_energy_ha": [-0.240, -0.267], "relative_energy_ev": 2.6562, "spin_multiplicity": 2, "total_energy_ev": -16022.518, "species": ["H", "O", "C", "C", "O", "C", "O", "O", "Tl", "H"], "xyz": [[1.09651, -1.87185, 2.38129], [1.62442, -0.91874, 0.13218], [2.45460, -1.66850, 0.75098], [2.06306, -2.42223, 1.89391], [2.55412, -2.18786, 3.04344], [-2.75337, 2.95061, -0.56892], [-3.48523, 3.79600, -0.84149], [-1.99579, 2.12016, -0.26957], [-0.15666, 0.42497, 0.21022], [3.53566, -1.57512, 0.54566]], "forces_ev_per_a": [[-1.2, -2.0, -2.9], [0.8, -0.8, -0.7], [0.9, 0.0, 0.2], [-3.9, 4.7, 2.4], [4.1, -2.0, 0.9], [-0.1, 0.4, 0.1], [-0.1, 0.0, -0.1], [-0.9, 0.7, -0.3], [0.7, -0.9, 0.5], [-0.3, -0.1, -0.2]]}


Entry 2:
{"formula": "C3H11NS", "method": "ωB97M-V/def2-TZVPD", "gap_ha": 0.346, "homo_energy_ha": -0.315, "relative_energy_ev": 1.5245, "total_energy_ev": -15613.226, "species": ["C", "S", "H", "H", "H", "C", "N", "C", "H", "H", "H", "H", "H", "H", "H", "H"], "xyz": [[-2.91268, -0.78545, -1.08344], [-3.21348, -0.46217, 0.73963], [-3.67675, -1.49820, -1.40433], [-3.15960, 0.14639, -1.61772], [-1.92137, -1.15928, -1.25766], [1.22730, 1.58935, -0.02451], [1.03159, 0.09872, 0.29185], [2.32762, -0.56089, 0.43571], [1.63857, 2.09776, 0.87918], [2.03752, 1.63438, -0.74735], [0.17168, 1.92999, -0.20112], [-2.20033, -1.03334, 1.41483], [0.30983, 0.02689, 0.99522], [2.30204, -1.53137, 0.77188], [3.01529, -0.05053, 1.20206], [3.02276, -0.44225, -0.39423]], "forces_ev_per_a": [[-1.1, 0.2, 0.8], [-0.2, 0.3, -0.5], [0.3, -0.2, 0.1], [0.6, -0.3, 0.3], [0.4, 0.1, -0.2], [-0.9, -2.1, 2.1], [1.0, 1.6, -1.7], [1.1, 3.4, 1.7], [-0.4, -0.1, -0.4], [-0.7, 0.4, -0.7], [1.5, 0.3, -0.6], [0.1, -0.2, -0.6], [0.6, -0.5, 0.4], [-0.5, -2.4, 0.3], [-1.0, -0.3, -0.2], [-0.8, -0.3, -0.9]]}


Entry 3:
{"formula": "C2H3N4O", "method": "ωB97M-V/def2-TZVPD", "gap_ha": 0.339, "total_charge": -1, "homo_energy_ha": -0.186, "relative_energy_ev": 1.5174, "total_energy_ev": -10129.084, "species": ["C", "C", "N", "N", "N", "N", "O", "H", "H", "H"], "xyz": [[-2.33657, -0.26985, -0.16533], [-0.23499, -0.77180, 0.96555], [-3.18240, -0.80539, 0.64810], [-2.69040, 0.73819, -0.91249], [-4.21439, -0.05409, 0.45172], [-4.00094, 0.84720, -0.48503], [-0.81029, -0.87725, -0.32270], [0.74550, -0.23869, 0.79215], [-0.16208, -1.75577, 1.47663], [-0.92692, -0.09078, 1.48755]], "forces_ev_per_a": [[6.5, -1.8, -2.2], [0.0, 1.1, -0.6], [1.2, -1.1, 0.8], [-1.3, -0.5, 0.7], [-3.0, 1.5, -0.5], [0.6, 0.1, 0.2], [-4.4, 1.3, 0.3], [-0.6, -0.8, 0.7], [0.2, 0.6, -0.2], [0.9, -0.4, 0.8]]}